Entry 1:
{
  "formula": "C22H34N2O8P",
  "method": "wB97M-V/def2-TZVPD",
  "species": ["C", "C", "C", "O", "O", "C", "C", "C", "C", "C", "C", "C", "C", "C", "C", "C", "C", "C", "O", "N", "P", "O", "O", "O", "C", "O", "H", "H", "H", "H", "H", "H", "H", "H", "H", "H", "H", "H", "H", "H", "H", "H", "H", "H", "H", "H", "C", "N", "C", "C", "C", "C", "O", "H", "H", "H", "H", "H", "H", "H", "H", "H", "H", "H", "H", "H", "H"],
  "coordinates": [[-3.4809, 0.7583, 2.1734], [-3.1546, 0.8100, 0.7050], [-2.5864, 2.1411, -0.0637], [-3.4566, 2.8013, -0.8743], [-1.2479, 2.7337, 0.0662], [-0.2103, 1.7323, 0.3532], [0.2436, 0.8248, -0.9513], [-0.4971, -0.6342, -1.0537], [-0.3197, -1.5993, 0.2602], [1.1371, -1.3878, 0.9813], [1.4556, -2.5305, 2.1605], [3.0173, -2.1893, 2.6518], [4.3093, -3.1659, 2.2470], [5.8808, -2.8099, 2.6912], [6.1819, -1.4179, 3.5667], [4.8633, -0.5278, 3.9637], [3.3103, -0.8485, 3.5482], [2.3361, 0.3274, 4.1444], [1.0488, 0.6248, 3.9502], [3.1961, 1.2247, 5.0523], [2.9995, 0.9588, 6.8169], [3.0924, 2.4026, 7.5269], [1.4207, 0.3269, 7.2357], [4.2340, -0.1503, 7.3458], [4.6762, 0.8670, 4.8050], [5.5553, 1.7436, 5.2998], [-4.1521, -0.1421, 2.5392], [-3.0992, 1.5268, 2.9757], [-3.2904, -0.1759, 0.0784], [0.7647, 2.3491, 0.6609], [-0.4440, 1.0581, 1.3103], [-0.0714, 1.4508, -1.9121], [1.4179, 0.7851, -0.9653], [0.0301, -1.2090, -1.9573], [-1.6219, -0.4773, -1.3766], [-0.3485, -2.7290, -0.1248], [-1.2489, -1.4522, 0.9612], [2.0359, -1.4010, 0.1996], [1.2211, -0.3505, 1.5354], [0.6894, -2.4532, 3.0556], [1.4501, -3.6115, 1.6935], [4.1667, -4.1665, 1.6159], [6.7903, -3.4903, 2.3722], [7.2527, -1.0680, 3.8934], [1.5339, -0.6395, 7.5369], [3.8440, -0.8858, 7.9203], [-3.0884, -0.7387, -4.4200], [-2.5934, 0.3229, -5.4033], [-2.3376, -0.3736, -6.7399], [-1.2897, 0.9189, -4.9034], [-3.6632, 1.4252, -5.6430], [-4.0319, 2.2346, -4.3892], [-4.6226, 1.3920, -3.4115], [-2.4198, -1.5954, -4.4754], [-3.0522, -0.3382, -3.4045], [-4.1060, -1.0339, -4.7028], [-1.5875, -1.1541, -6.5859], [-1.9735, 0.3660, -7.4587], [-3.2862, -0.8122, -7.0880], [-1.4595, 1.3918, -3.9334], [-0.9416, 1.6549, -5.6313], [-0.5547, 0.1082, -4.7946], [-4.5483, 0.9098, -6.0312], [-3.2623, 2.0894, -6.4176], [-4.7679, 3.0008, -4.6603], [-3.1665, 2.7491, -3.9619], [-4.1725, 1.5485, -2.5591]],
  "forces_ev_per_angstrom": [[1.0, -0.2, -4.1], [-0.1, 0.0, 4.3], [-2.9, 3.4, -3.2], [5.5, -4.3, 4.7], [-3.1, -3.4, -0.1], [2.4, -0.7, 1.0], [-0.8, 0.8, -0.2], [1.1, -0.2, -0.8], [0.1, -0.5, -0.6], [0.3, 0.1, 0.7], [1.4, 0.6, -0.6], [2.5, 0.6, 1.1], [1.2, 2.9, 1.9], [-3.3, 3.2, 1.2], [-4.4, -1.0, -1.2], [-1.8, -1.3, -1.2], [3.2, -2.1, -1.1], [-3.9, 0.9, -0.5], [8.1, -2.3, 0.9], [0.6, -4.0, -0.6], [-0.6, 5.6, 4.7], [-0.2, -6.4, -3.1], [3.8, -1.6, -0.8], [-3.4, 0.3, -0.5], [4.3, 3.9, 1.9], [-5.2, -6.1, -3.4], [1.8, 1.9, -0.8], [-1.1, -1.4, -2.0], [-0.1, 2.5, 1.1], [-2.4, -1.1, -0.7], [0.1, 1.5, -2.2], [0.7, -1.2, 2.0], [-2.4, -0.3, 0.1], [-1.2, 1.3, 1.8], [2.2, -0.4, 0.8], [-0.1, 2.4, 0.9], [2.1, -0.2, -1.0], [-2.1, -0.2, 1.5], [-0.4, -2.0, -1.2], [1.7, -0.1, -1.8], [0.0, 2.2, 1.0], [0.1, 2.5, 1.6], [-2.2, 1.5, 0.7], [-2.4, -0.8, -0.7], [-0.5, 2.0, -0.8], [0.7, 1.5, -1.1], [0.2, 0.3, -0.2], [-0.1, -0.1, -0.2], [-0.3, 0.3, 0.5], [-0.4, -0.4, -0.1], [0.3, -0.1, 0.5], [0.0, -0.3, 0.3], [0.5, 0.0, 0.2], [0.1, 0.0, -0.2], [-0.2, -0.1, -0.4], [0.3, 0.2, 0.2], [-0.2, 0.2, 0.0], [-0.1, -0.1, 0.2], [0.4, 0.2, 0.2], [0.0, -0.1, -0.2], [-0.1, -0.1, 0.1], [-0.3, 0.3, -0.1], [0.2, 0.0, 0.1], [0.0, -0.2, 0.1], [0.2, -0.1, -0.3], [0.0, 0.1, -0.2], [-0.5, 0.3, -0.2]],
  "nbo_charge": [-0.331, -0.367, 0.762, -0.614, -0.497, -0.119, -0.449, -0.413, -0.431, -0.421, -0.443, 0.059, -0.228, -0.175, -0.183, -0.086, -0.169, 0.662, -0.534, -0.774, 2.277, -0.977, -0.919, -0.947, 0.625, -0.475, 0.235, 0.247, 0.242, 0.227, 0.224, 0.206, 0.239, 0.208, 0.190, 0.217, 0.226, 0.219, 0.230, 0.251, 0.228, 0.252, 0.258, 0.276, 0.491, 0.510, -0.400, -0.211, -0.404, -0.415, -0.227, -0.096, -0.736, 0.217, 0.241, 0.242, 0.231, 0.232, 0.236, 0.236, 0.234, 0.234, 0.232, 0.229, 0.216, 0.193, 0.508],
  "multiplicity": 1,
  "total_charge": 1
}

Entry 2:
{
  "formula": "C22H34N4O",
  "method": "wB97M-V/def2-TZVPD",
  "species": ["C", "C", "C", "C", "C", "C", "N", "O", "C", "C", "N", "C", "C", "C", "C", "C", "N", "C", "C", "C", "C", "C", "C", "C", "C", "C", "N", "H", "H", "H", "H", "H", "H", "H", "H", "H", "H", "H", "H", "H", "H", "H", "H", "H", "H", "H", "H", "H", "H", "H", "H", "H", "H", "H", "H", "H", "H", "H", "H", "H", "H"],
  "coordinates": [[5.7662, -2.7235, 0.0346], [6.4478, -1.5422, -0.6515], [7.5146, -2.0374, -1.6262], [7.0882, -0.5834, 0.3586], [6.1094, -0.0251, 1.4005], [4.9311, 0.5951, 0.7515], [4.9567, 1.7074, 0.0734], [3.6823, 1.8888, -0.3694], [2.9668, 0.8579, 0.0858], [1.5070, 0.7704, -0.2017], [0.8117, 1.7567, 0.6000], [0.6686, 1.3469, 1.9778], [-0.3593, 2.3735, 0.0148], [-1.6835, 1.5832, 0.0026], [-1.6750, 0.3906, -0.9520], [-3.0463, -0.2824, -0.9792], [-4.0544, 0.6655, -1.4056], [-5.3373, 0.0560, -1.7297], [-6.0323, -0.6008, -0.5610], [-6.8914, 0.1283, 0.2529], [-7.4759, -0.4524, 1.3644], [-7.2087, -1.7737, 1.6792], [-6.3613, -2.5122, 0.8713], [-5.7784, -1.9291, -0.2400], [-4.1486, 1.7625, -0.4640], [-2.8214, 2.5141, -0.4194], [3.6860, 0.0313, 0.7816], [5.4213, -3.4391, -0.7087], [4.9047, -2.3922, 0.6079], [6.4622, -3.2304, 0.7002], [5.6916, -0.9905, -1.2213], [7.9972, -1.2006, -2.1262], [7.0717, -2.6798, -2.3839], [8.2757, -2.6068, -1.0966], [7.8925, -1.1016, 0.8856], [7.5241, 0.2563, -0.1862], [6.6238, 0.7314, 1.9956], [5.7557, -0.8168, 2.0599], [1.1968, -0.2652, 0.0079], [1.3518, 0.9926, -1.2590], [0.2187, 2.1598, 2.5444], [0.0550, 0.4422, 2.1004], [1.6566, 1.1398, 2.3886], [-0.1041, 2.6604, -1.0086], [-0.5292, 3.2967, 0.5802], [-1.8891, 1.2233, 1.0166], [-0.9337, -0.3489, -0.6493], [-1.4321, 0.7355, -1.9588], [-3.0290, -1.1103, -1.6929], [-3.2670, -0.6959, 0.0224], [-5.1528, -0.6826, -2.5155], [-5.9720, 0.8455, -2.1430], [-7.1106, 1.1583, 0.0089], [-8.1427, 0.1277, 1.9860], [-7.6635, -2.2277, 2.5474], [-6.1546, -3.5464, 1.1065], [-5.1244, -2.5146, -0.8709], [-4.9389, 2.4382, -0.8010], [-4.4045, 1.4124, 0.5529], [-2.6090, 2.9109, -1.4138], [-2.9046, 3.3523, 0.2750]],
  "forces_ev_per_angstrom": [[0.0, 0.3, -0.2], [0.2, -0.1, 0.1], [-0.3, 0.2, 0.1], [-0.3, 0.0, -0.1], [0.4, 0.1, -0.1], [-0.4, 0.5, -0.2], [1.2, 0.0, 0.3], [-0.9, -0.1, -0.2], [0.4, -0.4, 0.2], [0.0, 0.2, 0.0], [0.0, -0.1, -0.1], [0.1, 0.0, 0.0], [-0.3, -0.1, 0.1], [0.2, 0.3, -0.3], [-0.2, -0.1, 0.3], [0.3, 0.0, -0.1], [0.0, 0.0, 0.0], [0.0, 0.0, 0.0], [0.0, 0.0, -0.1], [0.0, 0.0, -0.1], [-0.1, 0.1, 0.1], [0.0, 0.0, 0.1], [0.0, -0.1, 0.0], [0.0, 0.0, 0.0], [0.1, 0.3, -0.1], [-0.1, -0.2, 0.3], [-0.6, -0.2, -0.1], [-0.1, -0.1, 0.0], [-0.1, -0.1, 0.1], [0.1, -0.1, 0.1], [0.0, 0.0, 0.0], [0.1, 0.1, -0.1], [0.0, -0.1, -0.1], [0.1, -0.1, 0.0], [0.1, 0.0, 0.0], [0.1, 0.0, 0.0], [0.0, -0.1, 0.1], [0.0, 0.1, 0.0], [0.1, 0.1, -0.1], [-0.1, -0.1, 0.0], [0.0, 0.0, 0.1], [0.0, 0.0, 0.0], [0.0, 0.0, 0.1], [0.0, 0.1, 0.0], [0.0, 0.0, -0.1], [0.0, 0.0, 0.0], [0.1, 0.0, 0.0], [0.1, 0.0, -0.1], [0.0, 0.0, 0.1], [0.0, 0.0, -0.1], [-0.1, 0.0, 0.0], [0.0, -0.1, 0.0], [0.0, 0.1, 0.0], [-0.1, 0.0, 0.0], [0.0, 0.0, 0.1], [0.0, -0.1, 0.0], [0.1, 0.0, -0.1], [0.0, 0.0, 0.1], [0.0, 0.1, -0.1], [0.0, 0.1, -0.1], [0.0, 0.1, 0.0]],
  "nbo_charge": [-0.616, -0.219, -0.597, -0.376, -0.450, 0.313, -0.160, -0.270, 0.532, -0.279, -0.436, -0.416, -0.192, -0.249, -0.398, -0.222, -0.439, -0.245, 0.045, -0.242, -0.207, -0.220, -0.196, -0.247, -0.223, -0.389, -0.516, 0.208, 0.221, 0.197, 0.195, 0.207, 0.206, 0.199, 0.202, 0.212, 0.234, 0.229, 0.200, 0.228, 0.204, 0.166, 0.210, 0.195, 0.196, 0.197, 0.203, 0.202, 0.199, 0.168, 0.201, 0.201, 0.209, 0.212, 0.213, 0.211, 0.209, 0.199, 0.168, 0.202, 0.206],
  "multiplicity": 1,
  "e_above_lowest_ev": 0.606
}

Total energy? In order: -51992.7448, -31373.1016 eV.
Kohn-Sham gap? In order: 7.71, 9.27 eV.
E_HOMO? In order: -11.182, -8.486 eV.